A molecular structure, C29H20F15GeN4O5STa, computed with wB97M-V/def2-TZVPD.

Cartesian coordinates (Å):
Ta -0.46837 0.45353 0.93956
C 0.46722 -2.07818 -3.71443
O 0.34746 -0.86680 -2.91260
C 0.10474 -0.91290 -1.66191
O 0.01235 0.18922 -1.02818
N -0.05332 -2.05176 -0.98409
N -0.26256 -1.86787 0.39041
H 0.67054 -1.72922 -4.71907
H -0.47442 -2.62475 -3.69327
H 1.30277 -2.67603 -3.35253
H 0.07303 -2.97628 -1.37164
H 0.56006 -2.17602 0.91702
H -1.09991 -2.36084 0.70270
C 0.61789 -4.14214 3.62096
C 1.35523 -3.20880 4.57392
C 0.74689 -1.79452 4.65382
C 1.53059 -0.95359 5.68225
C 1.02360 0.47381 5.81795
C -0.70173 -1.94008 5.13899
O -0.98027 -2.37072 6.21403
N -1.75733 -1.59576 4.23967
C -1.54653 -0.97919 3.07258
O -2.38276 -0.71200 2.18476
N -0.28714 -0.61049 2.72736
C 0.86105 -1.13345 3.30049
O 1.88252 -1.05501 2.64782
H 1.11925 -5.10615 3.56094
H 0.59287 -3.73972 2.59960
H -0.40683 -4.32977 3.94875
H 2.39678 -3.09960 4.27358
H 1.33454 -3.62233 5.58207
H 2.57660 -0.96145 5.37341
H 1.45669 -1.47452 6.63686
H 1.12703 1.02708 4.88015
H 1.59258 1.01055 6.57475
H -0.02750 0.49308 6.12143
H -2.70598 -1.80494 4.53130
F 2.68824 3.26371 5.35907
C 3.52174 3.36831 4.32055
C 3.04226 3.60934 3.04014
C 3.95865 3.65765 1.99865
F 3.52437 3.83677 0.74696
C 5.31034 3.50907 2.21286
F 6.16979 3.55672 1.20813
C 5.76387 3.29337 3.50394
F 7.05332 3.14287 3.72315
C 4.87366 3.21652 4.56274
F 5.32183 2.99463 5.78813
Ge 1.20336 3.86288 2.61027
S 0.98350 2.13160 1.01789
C 0.74397 5.40456 1.58189
C 1.59697 6.48383 1.39213
F 2.80414 6.50349 1.95086
C 1.20515 7.57747 0.64309
F 2.01551 8.60524 0.46135
C -0.06116 7.59742 0.08480
F -0.44297 8.63829 -0.62573
C -0.93818 6.53980 0.26937
F -2.14688 6.57792 -0.27106
C -0.52329 5.46166 1.01819
F -1.37661 4.43822 1.19244
C -0.06995 3.62710 4.03021
C -1.10899 2.73293 4.15802
F -1.40812 1.84893 3.16975
C -1.91864 2.69881 5.27329
F -2.89152 1.79757 5.36795
C -1.70804 3.60963 6.29187
F -2.48087 3.58753 7.35738
C -0.69778 4.55349 6.18535
F -0.51276 5.43313 7.14957
C 0.09814 4.54545 5.05859
F 1.06256 5.46445 4.94131
C -2.26642 1.41725 0.35247
H -2.72058 2.02474 1.13822
H -2.99629 0.63533 0.10803
H -2.12119 2.05990 -0.51879

## Properties
DFT total energy	-5741.9459	a.u.
spin multiplicity	1
Kohn-Sham gap	6.98	eV
LUMO level	-7.24	eV
net charge	+2